C7H13NO2S | ωB97M-V/def2-TZVPD

Each atom is followed by the atoms it is bonded to, with distances in Å.
Geometry (Å):
1 C -1.382 -1.777 0.254  C3 1.481, C7 1.342, O9 1.412
2 C -1.530 -0.876 -3.225  O10 1.153, S11 1.526
3 C -0.250 -2.625 -0.185  C1 1.481, H12 1.094, H13 1.053, H14 1.103
4 C 1.717 1.846 -0.310  C5 1.561, H15 1.075, H16 1.044, H17 1.122
5 C 0.473 1.189 0.366  C4 1.561, C6 1.594, H18 1.121, H19 1.126
6 C -0.294 0.322 -0.730  C5 1.594, C7 1.527, H20 1.154, H21 1.086
7 C -1.436 -0.492 -0.128  C1 1.342, C6 1.527, N8 1.501
8 N -2.694 0.300 0.079  C7 1.501, H23 1.050, H24 1.023
9 O -2.523 -2.417 0.785  C1 1.412, H22 0.953
10 O -0.864 -1.817 -3.214  C2 1.153
11 S -2.521 0.283 -3.292  C2 1.526
12 H -0.357 -2.761 -1.265  C3 1.094
13 H -0.322 -3.551 0.310  C3 1.053
14 H 0.724 -2.150 0.022  C3 1.103
15 H 2.372 2.346 0.381  C4 1.075
16 H 2.227 1.065 -0.778  C4 1.044
17 H 1.401 2.540 -1.134  C4 1.122
18 H 0.775 0.462 1.164  C5 1.121
19 H -0.178 2.035 0.729  C5 1.126
20 H 0.408 -0.464 -1.199  C6 1.154
21 H -0.753 1.033 -1.410  C6 1.086
22 H -2.841 -2.001 1.582  O9 0.953
23 H -3.505 -0.198 -0.364  N8 1.050
24 H -2.514 1.199 -0.377  N8 1.023

Calculated values
- Strongest force on any atom: 2.35 eV Å⁻¹
- Orbital gap: 8.429 eV
- SMILES string: CCC/C(N)=C(\C)O.O=C=S